{"formula": "CH7NOS", "method": "ωB97M-V/def2-TZVPD", "symbols": ["N", "C", "O", "H", "H", "H", "H", "H", "S", "H", "H"], "positions_angstrom": [[-0.383, 0.906, -1.530], [-0.979, 0.063, -0.513], [-2.016, -0.728, -1.114], [0.597, 0.857, -1.406], [-0.557, 1.892, -1.636], [-0.292, -0.610, -0.048], [-1.571, 0.667, 0.253], [-1.517, -1.547, -1.419], [2.556, -0.926, 2.079], [2.053, -0.925, 3.314], [2.108, 0.350, 2.020]], "nbo_charge": [-0.856, 0.073, -0.718, 0.351, 0.373, 0.166, 0.153, 0.458, -0.286, 0.144, 0.143], "orbital_gap_ha": 0.38237, "homo_ev": -9.74, "smiles": "NCO.S", "e_tot_ha": -570.44017, "relative_energy_kj_mol": 47.7}

{"formula": "CH7NS", "method": "ωB97M-V/def2-TZVPD", "symbols": ["C", "N", "H", "H", "H", "H", "H", "S", "H", "H"], "positions_angstrom": [[-0.718, 0.864, 0.276], [-0.742, -0.132, -0.799], [-1.042, 0.355, 1.209], [-1.321, 1.766, 0.302], [0.286, 1.094, 0.647], [-1.719, -0.496, -0.947], [-0.457, 0.373, -1.660], [2.066, -1.727, 0.184], [2.741, -0.861, 0.969], [0.907, -1.236, -0.182]], "nbo_charge": [-0.443, -0.841, 0.194, 0.185, 0.199, 0.369, 0.362, -0.359, 0.149, 0.184], "orbital_gap_ha": 0.37348, "homo_ev": -9.20, "smiles": "CN.S", "e_tot_ha": -495.19927, "relative_energy_kj_mol": 73.1}

{"formula": "CH7NS", "method": "ωB97M-V/def2-TZVPD", "symbols": ["C", "S", "H", "H", "H", "H", "N", "H", "H", "H"], "positions_angstrom": [[-0.240, 0.476, 1.920], [-1.503, -0.351, 0.855], [0.691, -0.096, 1.861], [0.020, 1.509, 1.642], [-0.645, 0.359, 2.931], [-0.680, -0.098, -0.209], [0.451, -0.410, -2.003], [-0.144, -0.808, -2.721], [1.207, -1.027, -1.802], [0.842, 0.446, -2.474]], "nbo_charge": [-0.718, -0.116, 0.206, 0.212, 0.218, 0.173, -1.071, 0.366, 0.366, 0.364], "orbital_gap_ha": 0.34509, "homo_ev": -8.50, "smiles": "CS.N", "e_tot_ha": -495.21974, "relative_energy_kj_mol": 19.4}

{"formula": "CH7NS2", "method": "ωB97M-V/def2-TZVPD", "symbols": ["C", "N", "H", "H", "H", "H", "H", "S", "S", "H", "H"], "positions_angstrom": [[-0.206, -0.198, 1.376], [-1.164, 0.505, 2.238], [0.508, -0.793, 1.945], [0.398, 0.472, 0.749], [-0.755, -0.770, 0.617], [-1.226, 1.469, 1.924], [-0.758, 0.593, 3.164], [-0.271, -0.267, -2.911], [1.678, -0.970, -2.992], [-0.328, 0.213, -4.158], [2.124, -0.255, -1.953]], "nbo_charge": [-0.418, -0.827, 0.192, 0.168, 0.187, 0.349, 0.348, -0.131, -0.127, 0.130, 0.129], "orbital_gap_ha": 0.34727, "homo_ev": -9.15, "smiles": "CN.SS", "e_tot_ha": -893.39467, "relative_energy_kj_mol": 68.3}

{"formula": "CH7NS2", "method": "ωB97M-V/def2-TZVPD", "symbols": ["C", "N", "H", "H", "H", "H", "H", "S", "S", "H", "H"], "positions_angstrom": [[-0.678, -0.681, 1.733], [0.467, 0.045, 1.145], [-0.474, -1.014, 2.875], [-0.931, -1.594, 1.207], [-1.526, -0.008, 1.814], [0.571, 0.995, 1.514], [1.363, -0.379, 1.382], [-0.419, 1.260, -3.537], [0.736, -0.342, -2.883], [0.535, 2.179, -3.685], [0.356, -0.461, -1.563]], "nbo_charge": [-0.407, -0.849, 0.154, 0.195, 0.200, 0.359, 0.355, -0.128, -0.163, 0.123, 0.162], "orbital_gap_ha": 0.34981, "homo_ev": -9.05, "smiles": "CN.SS", "e_tot_ha": -893.39428, "relative_energy_kj_mol": 69.3}

{"formula": "CH7NS2", "method": "ωB97M-V/def2-TZVPD", "symbols": ["C", "S", "S", "H", "H", "H", "H", "N", "H", "H", "H"], "positions_angstrom": [[-0.106, 1.805, -1.523], [-0.777, 0.934, -0.087], [0.609, 1.531, 1.344], [0.205, 1.095, -2.284], [-0.922, 2.427, -1.866], [0.752, 2.448, -1.319], [0.425, 0.651, 2.339], [0.032, -2.766, 0.929], [-0.675, -3.102, 1.549], [0.640, -1.973, 0.929], [-0.182, -3.049, -0.011]], "nbo_charge": [-0.748, 0.083, -0.172, 0.225, 0.229, 0.238, 0.146, -1.135, 0.385, 0.389, 0.361], "orbital_gap_ha": 0.31800, "homo_ev": -8.16, "smiles": "CSS.N", "e_tot_ha": -893.39204, "relative_energy_kj_mol": 75.2}

{"formula": "CH7NS2", "method": "ωB97M-V/def2-TZVPD", "symbols": ["N", "H", "H", "H", "C", "S", "S", "H", "H", "H", "H"], "positions_angstrom": [[2.198, -0.172, -0.218], [3.047, -0.687, -0.229], [1.512, -0.712, -0.750], [1.945, -0.196, 0.811], [-1.416, 1.247, 0.265], [-0.842, -0.369, 0.913], [-0.775, -1.336, -0.919], [-1.731, 1.911, 1.250], [-0.563, 1.869, -0.085], [-2.349, 1.096, -0.442], [-1.026, -2.652, -0.596]], "lowdin_spin": [0.022, 0.000, 0.005, 0.007, 0.048, 0.514, 0.364, 0.006, 0.013, 0.005, 0.015], "orbital_gap_ha": [0.31968, 0.19976], "spin_multiplicity": 2, "total_charge": 1, "homo_ev": [-14.07, -14.02], "e_tot_ha": -893.07348, "relative_energy_kj_mol": 87.9}

{"formula": "CH7O2", "method": "ωB97M-V/def2-TZVPD", "symbols": ["O", "H", "H", "H", "C", "O", "H", "H", "H", "H"], "positions_angstrom": [[1.227, 1.510, -0.835], [0.727, 1.810, -1.667], [2.158, 1.914, -0.818], [0.733, -0.334, 0.377], [-1.425, -0.672, 0.412], [0.045, -1.012, 0.489], [-1.871, -0.490, 1.384], [-1.506, 0.184, -0.236], [-1.896, -1.490, -0.125], [0.149, -1.444, 1.365]], "lowdin_spin": [0.982, 0.009, 0.009, 0.000, 0.000, 0.000, 0.000, 0.000, 0.000, 0.000], "orbital_gap_ha": [0.48061, 0.20358], "spin_multiplicity": 2, "total_charge": 2, "homo_ev": [-23.13, -23.13], "e_tot_ha": -191.84127, "relative_energy_kj_mol": 2.7}

{"formula": "CH7O3", "method": "ωB97M-V/def2-TZVPD", "symbols": ["C", "O", "H", "H", "H", "H", "H", "O", "H", "H", "O"], "positions_angstrom": [[0.086, -0.886, -1.556], [1.023, 0.129, -1.330], [0.577, -1.751, -2.006], [-0.330, -1.220, -0.580], [-0.810, -0.533, -2.085], [0.585, 0.772, -0.695], [1.052, 1.409, 0.908], [0.149, 1.578, 0.638], [-0.441, 0.688, 1.767], [-1.429, -0.121, 2.443], [-0.461, -0.065, 2.496]], "nbo_charge": [-0.245, -0.798, 0.147, 0.162, 0.134, 0.513, 0.420, -1.233, 0.507, 0.426, -1.034], "orbital_gap_ha": 0.30785, "total_charge": -1, "homo_ev": -3.99, "e_tot_ha": -268.02297, "relative_energy_kj_mol": 43.1}

{"formula": "CH7O3", "method": "ωB97M-V/def2-TZVPD", "symbols": ["C", "O", "H", "H", "H", "H", "H", "O", "H", "H", "O"], "positions_angstrom": [[0.898, -0.518, 1.043], [-0.065, 0.193, 0.373], [0.477, -0.769, 2.031], [1.279, -1.362, 0.444], [1.751, 0.148, 1.244], [-1.401, -0.582, 0.190], [-2.186, -1.058, -1.100], [-2.235, -1.008, -0.138], [0.989, 1.842, -1.932], [0.326, 1.194, -0.729], [0.167, 1.921, -1.428]], "lowdin_spin": [0.094, 0.753, -0.002, 0.038, 0.043, 0.005, 0.000, 0.057, 0.000, -0.002, 0.014], "orbital_gap_ha": [0.41833, 0.27658], "spin_multiplicity": 2, "homo_ev": [-10.86, -10.81], "e_tot_ha": -267.90179, "relative_energy_kj_mol": 27.7}

What did the ninth record say?
{"formula": "CH7O3", "method": "ωB97M-V/def2-TZVPD", "symbols": ["C", "O", "H", "H", "H", "H", "H", "O", "H", "H", "O"], "positions_angstrom": [[0.086, -0.886, -1.556], [1.023, 0.129, -1.330], [0.577, -1.751, -2.006], [-0.330, -1.220, -0.580], [-0.810, -0.533, -2.085], [0.585, 0.772, -0.695], [1.052, 1.409, 0.908], [0.149, 1.578, 0.638], [-0.441, 0.688, 1.767], [-1.429, -0.121, 2.443], [-0.461, -0.065, 2.496]], "nbo_charge": [-0.245, -0.798, 0.147, 0.162, 0.134, 0.513, 0.420, -1.233, 0.507, 0.426, -1.034], "orbital_gap_ha": 0.30785, "total_charge": -1, "homo_ev": -3.99, "e_tot_ha": -268.02297, "relative_energy_kj_mol": 43.1}

- What is the formula in the ninth record?
  CH7O3